This record from the OMol25 dataset describes a structure of composition C18H50O10. The level of theory is wB97M-V/def2-TZVPD.

Each line ends with the Löwdin charge.
Atoms and positions in Å:
H1 0.744052 -4.071865 2.270465  0.101
H2 -6.124308 1.437955 -1.087370  -0.055
H3 -2.792433 4.306571 -1.983986  0.076
C1 2.659178 -1.569272 2.786770  -0.161
H4 -3.238974 3.772693 -3.894313  0.167
C2 4.518738 4.740644 0.170056  -0.006
H5 4.359209 5.525046 1.007206  0.110
H6 1.179458 -2.227092 -4.172064  0.117
H7 3.553715 -3.056211 -3.497305  0.126
C3 -6.304662 1.266950 -0.198469  -0.032
H8 3.404002 -0.723624 1.069088  0.166
C4 -3.923319 1.810578 0.478792  -0.081
H9 0.616621 -4.587332 -0.385901  0.061
H10 0.970634 -4.015446 -3.910620  0.161
H11 -3.809544 0.672793 0.513805  0.120
H12 1.351533 4.070454 -0.203670  0.057
H13 5.351258 4.335502 0.535771  0.015
O1 2.138141 4.544559 0.089251  -0.041
H14 -7.384910 1.509645 -0.230809  0.086
C5 0.137346 -6.150057 2.181744  -0.015
O2 -5.751396 1.715525 2.085253  -0.026
H15 3.108166 -0.811001 -2.777522  0.063
H16 -0.502750 2.865456 -1.252887  0.057
H17 2.412620 -1.338435 -1.120986  0.078
C6 3.251960 3.862696 0.429133  -0.461
C7 0.160902 1.839692 0.318048  -0.190
C8 -2.373634 1.672498 -3.563494  -0.232
H18 1.055987 1.858769 0.806487  0.067
H19 -3.806934 1.114615 -4.797699  0.018
H20 -5.300766 2.347934 2.550515  0.026
O3 1.359729 -1.895791 4.903860  -0.047
H21 4.154778 -1.592177 -1.551933  0.089
H22 -3.569783 1.981361 -0.529440  0.045
H23 -0.568378 2.173508 1.003432  0.114
H24 2.158897 2.969119 2.122346  0.044
H25 3.634669 2.768948 2.434311  0.062
H26 4.456067 5.186269 -0.827051  0.085
O4 -0.257241 -0.573882 0.641272  -0.082
C9 0.007476 -4.704359 1.871600  -0.559
O5 2.480600 -1.056001 1.467384  -0.138
O6 -2.278645 3.531179 -2.107886  -0.092
H27 -0.974238 -4.901190 -0.368723  0.133
H28 3.409226 -1.034833 3.224023  0.085
H29 0.460463 -2.053631 3.143391  0.132
C10 -0.185208 -4.343526 0.399186  -0.063
H30 3.170372 3.084318 -0.082809  0.051
C11 -5.358745 2.111665 0.754355  -0.443
C12 -0.230361 0.481959 -0.270768  -0.258
H31 -3.324105 2.388254 1.124461  0.063
H32 -3.076308 1.171715 -2.813962  0.141
H33 0.349031 -6.448392 3.057307  -0.001
H34 -1.307784 1.303196 -3.426449  0.139
C13 1.453175 -2.961877 -3.219760  -0.105
H35 0.782111 -2.721033 -2.464969  0.013
H36 -6.221449 0.076914 -0.201042  0.140
H37 0.072011 0.189619 -1.368883  0.139
H38 -0.286119 -3.197851 0.241775  0.085
C14 3.116070 -1.545958 -1.995685  -0.047
O7 0.319761 2.700714 -0.790021  -0.074
H39 3.250137 -4.688809 -2.160507  0.113
C15 1.282413 -1.426952 3.637122  -0.256
H40 -0.859340 -6.616781 1.970097  0.117
H41 2.945099 4.382494 2.469062  0.014
H42 2.679086 -2.639052 2.738679  0.101
H43 0.903426 -6.458318 1.483803  0.092
C16 3.051770 3.540853 1.995141  -0.002
H44 -5.384563 3.243609 0.693430  0.150
C17 -2.295878 3.176714 -3.486665  -0.209
O8 -1.019286 -4.022990 2.408376  -0.041
H45 -1.009135 -4.089630 3.351486  0.094
H46 -1.328492 0.493263 -0.673987  0.122
H47 1.369674 -1.171290 5.595994  0.134
O9 -2.932292 1.241299 -4.774855  -0.026
H48 0.974565 -0.537700 3.614521  0.040
O10 2.952443 -3.892668 -1.655175  -0.068
C18 2.849259 -2.933045 -2.686926  -0.530
H49 -1.453232 3.585367 -3.880238  0.082
H50 0.618380 -0.994843 0.776032  0.050

Force components x, y, z for each atom (eV/Å):
H 3.001 -0.073 -0.149
H 2.602 2.033 -8.945
H -0.478 0.965 0.283
C -4.307 -0.897 -0.334
H 1.801 -1.752 0.054
C -5.386 2.397 1.428
H 0.146 -0.365 -1.748
H 1.233 -1.202 2.622
H 0.552 -0.267 -0.047
C -1.863 -2.474 7.305
H -3.190 -1.299 1.498
C -0.177 -3.157 -0.960
H 0.121 0.264 1.899
H 1.941 2.590 2.714
H 0.334 1.433 0.799
H 0.372 -0.822 -0.106
H 3.688 -2.152 0.438
O -1.859 3.806 -0.669
H 0.399 -0.057 1.148
C -2.714 1.135 -6.854
O -0.870 -1.436 -2.433
H -0.212 0.770 -0.036
H -0.635 0.110 0.061
H 0.639 -0.286 -1.460
C 1.253 4.665 6.011
C -1.507 -1.179 -3.170
C -1.030 -1.346 0.689
H 2.545 -0.449 1.234
H -4.976 -0.524 0.558
H 1.533 2.135 2.843
O 0.743 0.118 3.734
H -0.997 0.093 -0.506
H -0.370 0.726 -0.410
H -1.146 0.407 0.772
H -1.469 0.160 -0.430
H 1.935 0.017 0.508
H 0.551 -0.166 0.318
O 0.610 -0.716 0.335
C 0.523 0.549 -2.043
O 2.580 1.318 -1.549
O 0.950 -1.032 0.884
H 0.806 1.272 2.989
H 2.226 0.797 1.658
H 1.232 0.803 0.057
C 0.335 0.022 -5.186
H 0.626 -7.404 -4.254
C -1.767 -0.891 -0.942
C -2.780 -1.261 -2.441
H 1.123 0.180 1.026
H 1.412 1.278 0.029
H 1.930 -1.494 6.792
H -1.380 -0.097 -0.353
C -2.274 -1.156 -6.531
H -1.461 0.152 1.352
H 0.118 2.542 0.980
H 1.287 0.696 2.130
H -0.262 -1.989 0.579
C 0.616 -1.348 0.944
O 0.516 0.933 -0.145
H -0.481 0.508 1.179
C 1.638 -6.375 -3.274
H 0.846 0.137 -0.360
H -0.144 4.635 2.958
H 1.324 -0.679 0.043
H 0.062 -0.817 -0.157
C 0.475 -4.648 -4.412
H -1.052 -1.050 -0.361
C -4.768 1.081 1.312
O -4.577 1.036 1.554
H -0.066 -0.049 0.967
H 1.124 0.768 1.375
H 0.100 -1.262 -1.512
O 6.188 0.472 -1.688
H -2.391 7.464 -0.375
O 1.119 -1.700 -1.182
C -0.691 1.856 0.968
H 2.450 0.851 -1.806
H -0.323 0.695 -0.200

For the highest occupied orbital energy, the calculation gives -9.27 eV. For the LUMO energy, the calculation gives 0.35 eV. Its net charge is 0. Its max |F| is 0.1854 hartree/bohr. The relative energy (zero: lowest compared OMol25 entry of this formula, charge and spin) comes out at 217.7 kcal/mol. As for the multiplicity: 1.

---

This record from the OMol25 dataset describes a cluster of 4 separate species, C25H44FN3O6Si in total. The level of theory is wB97M-V/def2-TZVPD.

Each line ends with the Löwdin charge.
Atoms and positions in Å:
H1 3.784455 -1.182571 0.397260  0.108
Si1 -4.634250 -0.682441 1.217523  0.424
C1 1.973315 1.287225 1.364765  -0.069
H2 0.578754 0.640855 -0.110909  0.105
H3 -3.429835 1.101233 2.473774  0.034
C2 1.496378 0.250386 0.328102  -0.180
C3 -0.289767 -1.398626 1.031395  -0.270
C4 -0.741893 -2.806792 0.933352  -0.074
C5 1.175493 -1.105089 0.886926  -0.089
H4 -4.959591 2.155421 -6.220257  0.076
O1 -4.334792 2.584006 -2.395729  0.017
H5 3.770475 -1.364198 4.636808  0.059
H6 3.054295 1.268734 1.475777  0.055
C6 -1.567339 4.437948 -5.120334  0.006
H7 7.900778 -4.250481 6.824161  0.083
H8 -4.408031 0.478407 -6.052069  0.083
H9 -4.506154 -0.484945 -1.183510  0.038
H10 10.413843 -2.096767 5.940874  0.082
H11 -3.432959 -0.367021 3.426016  0.024
H12 -3.241575 1.780941 -6.383507  0.051
O2 6.885828 -3.405338 4.018520  0.029
C7 -2.153908 -3.095601 0.506187  -0.072
H13 9.036574 -2.246219 7.038507  0.069
H14 -6.684118 0.593419 1.186545  0.034
H15 4.037146 -2.805025 1.058860  0.127
N1 -3.957887 1.711483 -4.426390  0.014
C8 2.056107 -2.043102 1.273668  -0.093
H16 2.202351 0.165954 -0.501225  0.115
C9 7.086304 -3.672467 6.386158  -0.011
C10 -1.445649 4.120442 -6.592299  -0.532
H17 -5.359156 4.033791 -4.941944  0.081
F1 -0.099805 -5.019735 1.279700  0.125
H18 1.484727 1.098722 2.317985  0.084
C11 4.056040 -1.232962 2.532377  -0.150
O3 2.128573 -4.090024 2.495364  0.147
C12 1.522313 -3.343137 1.764449  -0.256
C13 7.484779 -3.115605 5.038637  -0.552
H19 -2.419106 -2.457700 -0.334925  0.120
N2 -0.336566 4.564220 -7.236702  0.008
O4 -1.076799 -0.497355 1.243518  0.119
H20 -2.168305 -4.142941 0.209514  0.118
C14 -4.007131 0.061776 -0.378018  -0.161
C15 -3.124843 -2.854131 1.685502  -0.241
H21 6.230198 -4.324187 6.243940  0.082
H22 8.760605 -1.931096 4.076701  0.137
H23 1.679456 2.278445 1.020953  0.072
H24 -3.231749 1.179386 -3.973110  0.139
O5 -4.371250 -2.338255 1.276437  -0.201
H25 -0.741272 4.000199 -4.558989  0.090
C16 -4.032462 0.231487 2.739226  -0.151
H26 -2.935371 -0.063163 -0.519816  0.013
C17 0.776801 5.319786 -6.695344  -0.076
C18 3.973674 -1.878947 3.702952  0.009
H27 4.097135 -2.953618 3.762897  0.058
H28 0.873491 6.273767 -7.215934  0.083
H29 1.707080 4.763883 -6.822308  0.083
H30 -2.626558 -2.242304 2.440076  0.100
H31 4.512406 -0.249174 2.493848  0.088
H32 6.809141 -2.870277 7.071123  0.083
C19 9.373126 -1.811144 6.103912  -0.081
H33 -6.175260 3.964966 -3.370313  0.081
H34 -2.497064 4.018299 -4.750133  0.063
C20 0.159283 -3.719273 1.287390  -0.145
C21 -6.495362 -0.483983 1.154020  -0.167
O6 -2.301776 3.490231 -7.197266  0.016
H35 -4.301095 1.108095 -0.423302  0.023
C22 -5.742626 3.368186 -4.167226  -0.009
H36 -0.316240 4.320863 -8.214497  0.139
H37 0.629183 5.513809 -5.638835  0.070
H38 9.325621 -0.723994 6.188148  0.082
C23 -4.629649 2.530320 -3.580546  -0.564
H39 -1.576734 5.516078 -4.957067  0.089
H40 -7.002495 -0.952677 1.995177  0.030
H41 -6.519280 2.734837 -4.596653  0.084
H42 -3.318572 -3.820994 2.156990  0.125
C24 -4.157417 1.523988 -5.856816  -0.072
N3 8.548098 -2.266643 5.002601  0.004
H43 -4.895322 0.597325 3.299363  0.027
H44 -6.882386 -0.835351 0.197646  0.029
C25 3.545569 -1.843562 1.230350  -0.122

Force components x, y, z for each atom (eV/Å):
H 0.025 -0.060 -0.051
Si -0.548 0.140 -0.248
C -0.156 -0.146 -0.413
H -0.049 -0.080 0.000
H 0.034 -0.033 -0.092
C -0.204 0.335 0.031
C 0.147 0.223 0.344
C -0.060 -0.167 -0.231
C 0.110 -0.321 -0.131
H 0.018 0.042 -0.011
O -0.011 0.150 -0.043
H 1.165 0.232 0.112
H -0.001 -0.039 0.212
C -0.076 -0.030 -0.041
H 0.001 0.045 0.063
H -0.118 0.050 -0.070
H -0.051 0.160 -0.106
H 0.015 -0.014 0.094
H 0.014 -0.061 -0.027
H -0.221 0.003 -0.116
O 0.002 -0.041 -0.009
C 0.437 -0.077 0.558
H -0.009 -0.009 0.010
H -0.103 0.000 0.069
H -0.054 -0.033 -0.063
N -0.122 0.114 -0.049
C -0.172 0.505 -0.312
H 0.146 -0.088 0.127
C -0.040 -0.017 -0.033
C -0.010 0.006 -0.073
H -0.046 -0.044 -0.062
F -0.045 -0.242 0.140
H 0.119 0.072 0.111
C -0.059 -0.440 0.371
O 0.165 -0.057 -0.261
C 0.121 -0.258 0.199
C -0.041 -0.009 -0.030
H -0.065 0.008 -0.011
N 0.015 0.021 0.090
O -0.044 -0.138 -0.314
H -0.311 0.065 -0.237
C -0.073 -0.662 0.314
C -0.089 -0.622 -0.115
H -0.005 0.004 -0.055
H 0.005 0.008 -0.006
H 0.085 0.065 0.078
H 0.002 -0.020 -0.004
O 0.384 0.420 0.245
H 0.021 0.069 0.031
C 0.160 -0.011 0.143
H 0.085 0.276 0.055
C -0.053 -0.098 -0.266
C 0.159 0.092 -0.194
H -1.078 -0.141 -0.169
H 0.027 0.043 0.077
H 0.033 0.031 0.079
H -0.155 0.257 -0.049
H -1.015 0.491 0.057
H 0.054 -0.020 0.050
C 0.005 0.057 -0.295
H 0.030 -0.019 0.041
H -0.014 -0.035 -0.026
C -0.199 0.522 -0.147
C 0.393 0.220 -0.123
O 0.169 0.218 0.013
H 0.172 0.075 -0.198
C -0.006 0.034 0.078
H 0.008 0.006 -0.010
H -0.009 -0.001 0.014
H 0.007 -0.003 0.096
C 0.003 -0.051 0.053
H 0.066 -0.004 0.046
H -0.105 -0.083 -0.063
H 0.012 0.031 -0.078
H 0.004 0.012 0.051
C 0.265 -0.441 0.303
N -0.005 -0.022 0.098
H -0.034 -0.044 0.012
H -0.157 -0.191 0.096
C 0.929 -0.236 0.274

For the highest occupied orbital energy, the calculation gives -8.67 eV. As for the SMILES: C=CCC1=C(CC)C(=O)C(CCO[Si](C)(C)C)=C(F)C1=O.CNC(C)=O.CNC(C)=O.CNC(C)=O. For the LUMO energy, the calculation gives -0.84 eV. Its net charge is 0. Its max |F| is 0.0232 hartree/bohr. As for the multiplicity: 1.